(1)
{"formula": "C15H20BrCl24FO3", "method": "ωB97M-V/def2-TZVPD", "symbols": ["C", "C", "C", "Br", "O", "C", "O", "O", "C", "C", "C", "F", "H", "H", "H", "H", "H", "H", "H", "H", "H", "H", "H", "H", "C", "Cl", "Cl", "Cl", "H", "C", "Cl", "Cl", "Cl", "H", "C", "Cl", "Cl", "Cl", "H", "C", "Cl", "Cl", "Cl", "H", "C", "Cl", "Cl", "Cl", "H", "C", "Cl", "Cl", "Cl", "H", "C", "Cl", "Cl", "Cl", "H", "C", "Cl", "Cl", "Cl", "H"], "coordinates": [[1.5288, -2.5017, -1.5432], [-0.0104, -2.3128, -1.6850], [-0.2679, -0.9346, -2.3192], [-1.1283, -1.0837, -4.1019], [-0.9075, -0.0004, -1.4703], [-2.0470, -0.4285, -0.9117], [-2.2219, -0.2348, 0.2281], [-2.9531, -1.0476, -1.6587], [-4.1919, -1.2406, -0.9804], [-5.1220, -1.9751, -1.9638], [-4.5572, -3.3651, -2.2769], [-6.2925, -2.1588, -1.2522], [2.0356, -2.2472, -2.4726], [1.7473, -3.5062, -1.1878], [1.8477, -1.7925, -0.7738], [-0.3391, -3.0782, -2.3853], [-0.4211, -2.4295, -0.6822], [0.6956, -0.4989, -2.5493], [-4.1188, -1.8681, -0.0952], [-4.6481, -0.2688, -0.7892], [-5.2802, -1.3789, -2.8608], [-4.6101, -3.6097, -3.3361], [-3.5041, -3.4385, -1.9964], [-5.0735, -4.1096, -1.6737], [0.1597, 2.9155, -2.7132], [1.6651, 2.0140, -2.4945], [-0.6664, 3.1279, -1.1727], [0.4766, 4.4745, -3.4769], [-0.4848, 2.3407, -3.3676], [-2.8385, 1.5964, 2.3178], [-4.3974, 2.4225, 2.4447], [-1.5428, 2.7547, 2.0008], [-2.5071, 0.6701, 3.7855], [-2.8842, 0.9038, 1.4849], [5.2607, -1.0686, -3.8593], [3.8867, -0.1418, -3.2509], [6.7730, -0.2037, -3.5694], [5.3090, -2.6674, -3.1174], [5.1404, -1.1931, -4.9280], [9.2133, -3.3285, -4.3489], [9.2596, -4.9504, -3.6564], [10.8439, -2.7459, -4.6902], [8.2222, -3.3000, -5.8102], [8.7602, -2.6619, -3.6237], [0.0415, 4.7418, 5.6174], [-1.1669, 3.5487, 5.1493], [1.4223, 4.6933, 4.5195], [-0.6635, 6.3643, 5.6558], [0.3907, 4.5012, 6.6135], [-1.3684, 7.9845, 8.9106], [-2.9256, 8.8049, 9.0424], [-0.0771, 9.1448, 8.5857], [-1.0233, 7.0616, 10.3762], [-1.4203, 7.2914, 8.0799], [7.5376, -4.3729, 0.2442], [6.8662, -3.2703, 1.4473], [6.2590, -5.3429, -0.4948], [8.4306, -3.4806, -0.9893], [8.2250, -5.0432, 0.7439], [-8.1907, 0.3761, 1.8373], [-7.8575, -0.3217, 3.4253], [-7.6874, 2.0664, 1.7791], [-7.3446, -0.5184, 0.5805], [-9.2570, 0.3221, 1.6593]], "smiles": "CC[C@@H](Br)OC(=O)OC[C@@H](C)F.ClC(Cl)Cl.ClC(Cl)Cl.ClC(Cl)Cl.ClC(Cl)Cl.ClC(Cl)Cl.ClC(Cl)Cl.ClC(Cl)Cl.ClC(Cl)Cl", "homo_lumo_gap_ev": 10.906, "charge": 0, "homo_ha": -0.3914, "lumo_energy_ev": 0.3}

(2)
{"formula": "C15H20Cl4HgN2O9P2Se", "method": "ωB97M-V/def2-TZVPD", "symbols": ["Hg", "Cl", "C", "C", "C", "Cl", "C", "O", "C", "C", "O", "C", "H", "H", "H", "C", "C", "O", "P", "O", "O", "O", "P", "O", "O", "O", "H", "H", "H", "H", "H", "H", "H", "Cl", "C", "Cl", "H", "H", "C", "N", "C", "C", "N", "C", "C", "Se", "H", "H", "H", "H", "H", "H", "H", "H"], "coordinates": [[0.2124, 2.1304, -1.0471], [-1.4543, 4.7201, 6.4690], [-0.7313, 4.2877, 4.9320], [0.2602, 5.1158, 4.3861], [0.8284, 4.7929, 3.1902], [2.0535, 5.8564, 2.5473], [0.4937, 3.6057, 2.4177], [1.0577, 3.3398, 1.3378], [-0.5309, 2.8025, 3.0419], [-1.0201, 1.5801, 2.4451], [-0.6359, 1.0304, 1.4286], [-1.1206, 3.1650, 4.2629], [0.5616, 6.0149, 4.9065], [-1.8424, 1.1047, 3.0244], [-1.8969, 2.5305, 4.6757], [0.4489, -0.4387, -5.1095], [1.3423, -0.4437, -3.8931], [2.3727, -1.3736, -4.1021], [0.2088, -2.3466, -2.4443], [0.7420, -2.4732, -0.9123], [-1.4065, -2.1771, -2.2393], [0.5808, -0.7690, -2.7271], [2.1280, 1.2926, -3.7037], [3.9184, 0.1092, -2.2352], [1.0277, 2.2853, -3.3186], [2.8035, 1.0174, -2.1427], [0.0486, -1.4405, -5.2838], [1.0175, -0.1205, -5.9834], [-0.3721, 0.2569, -4.9395], [3.0678, -1.2080, -3.4502], [0.3451, -1.8474, -0.2797], [-1.6516, -1.5429, -1.5418], [4.4979, 0.4911, -1.5642], [3.0652, 3.9330, -1.1348], [2.3112, 5.5179, -0.9766], [0.5812, 5.4874, -1.3683], [2.7905, 6.1927, -1.6763], [2.4063, 5.8397, 0.0524], [0.3610, -4.1652, 2.0660], [-0.8540, -4.4453, 1.3273], [-1.1856, -5.6743, 0.7970], [-2.3585, -5.5244, 0.1559], [-2.7332, -4.2055, 0.3032], [-3.9351, -3.6198, -0.2533], [-1.8024, -3.5260, 1.0168], [-1.7663, -1.7208, 1.4126], [0.5523, -4.9774, 2.7662], [0.2226, -3.2315, 2.6055], [1.2001, -4.0541, 1.3803], [-0.5601, -6.5378, 0.9257], [-2.9561, -6.2311, -0.3894], [-4.7541, -4.3322, -0.1649], [-3.7775, -3.3580, -1.2990], [-4.1625, -2.7156, 0.3063]], "homo_lumo_gap_ev": [6.615, 6.128], "charge": -1, "e_above_lowest_ev": 6.3760, "homo_ha": [-0.1581, -0.1727], "spin_multiplicity": 2, "lumo_energy_ev": [2.3, 1.4]}

(3)
{"formula": "C15H20ClNO5", "method": "ωB97M-V/def2-TZVPD", "symbols": ["O", "C", "O", "C", "O", "C", "C", "C", "C", "N", "C", "C", "C", "Cl", "H", "H", "H", "H", "C", "C", "C", "O", "H", "H", "H", "H", "H", "H", "H", "H", "C", "C", "C", "O", "H", "H", "H", "H", "H", "H", "H", "H"], "coordinates": [[1.6470, 0.5119, -0.5978], [0.7560, 0.4907, -1.3789], [0.8730, 0.0790, -2.6825], [-0.4131, -0.2884, -3.1209], [-0.5695, -1.0152, -4.0421], [-1.4009, 0.3192, -2.1838], [-2.8680, 0.3560, -2.3511], [-3.4887, 1.4252, -2.9835], [-4.8747, 1.4279, -3.0724], [-5.6484, 0.4599, -2.5954], [-5.0433, -0.5569, -1.9911], [-3.6664, -0.6576, -1.8375], [-0.6973, 0.7902, -1.1503], [-1.2699, 1.5331, 0.2512], [-2.9150, 2.2443, -3.4019], [-5.3772, 2.2613, -3.5540], [-5.6823, -1.3422, -1.5994], [-3.2392, -1.4997, -1.3045], [-1.6366, -3.4380, 3.1450], [-1.5927, -2.6630, 1.8388], [-0.5876, -1.5243, 1.8790], [-2.8904, -2.1708, 1.4930], [-1.9380, -2.7794, 3.9646], [-2.3594, -4.2513, 3.0842], [-0.6593, -3.8564, 3.3879], [-1.3338, -3.3429, 1.0245], [-0.8467, -0.8038, 2.6597], [-0.5956, -0.9957, 0.9293], [0.4224, -1.8879, 2.0711], [-3.1685, -1.5595, 2.1843], [5.2730, 2.4537, -0.1801], [4.8310, 2.2949, 1.2669], [5.6409, 1.2286, 1.9888], [3.4391, 2.0068, 1.3376], [5.1214, 1.5176, -0.7248], [4.6862, 3.2275, -0.6750], [6.3291, 2.7202, -0.2458], [4.9468, 3.2482, 1.7866], [5.5019, 0.2583, 1.5037], [5.3133, 1.1365, 3.0243], [6.7062, 1.4642, 1.9792], [3.2754, 1.1775, 0.8732]], "smiles": "O=C1OC(=O)C(c2ccncc2)=C1Cl.CC(C)O.CC(C)O", "homo_lumo_gap_ev": 8.789, "charge": 0, "homo_ha": -0.3669, "lumo_energy_ev": -1.2}